Entry A
This record from the OMol25 dataset describes a single C5H10N4 molecule. The level of theory is the ωB97M-V functional and the def2-TZVPD basis.

* SMILES: C[C@H]1C/N=N\C=C/NN1
* total charge: 0
* frontier orbital gap: 9.146 eV

Structure (XYZ):
```
19
C5H10N4, DFT the ωB97M-V functional and the def2-TZVPD basis
N 2.023 0.476 0.319
H -0.290 -1.669 -0.776
H 0.328 0.625 -2.326
H -2.614 -0.160 -1.871
H 1.462 2.167 1.374
H -2.517 -1.840 -1.675
H -1.495 0.631 0.575
C -0.755 -0.698 -0.902
H -1.357 -0.855 -2.918
H -0.813 -1.059 2.195
N -0.350 -0.596 1.455
H -0.136 1.423 -0.817
C 0.171 0.628 1.764
C -1.831 -0.927 -1.913
N 1.567 -0.028 -0.769
N -1.333 -0.424 0.481
H -0.255 1.137 2.666
C 0.254 0.448 -1.197
C 1.217 1.149 1.109
```



Entry B
This record from the OMol25 dataset describes a molecular structure, C5H10N4. The level of theory is the ωB97M-V functional and the def2-TZVPD basis.

* total charge: 0
* frontier orbital gap (spin up / spin down): 6.958 / 6.794 eV

Structure (XYZ):
```
19
C5H10N4, DFT the ωB97M-V functional and the def2-TZVPD basis
H 0.372 -1.827 -1.284
H 1.471 -2.431 -0.027
H 2.051 -1.325 -1.287
H -0.692 1.336 1.985
H 1.650 1.474 -1.845
H 2.594 -0.576 1.164
C -1.106 0.619 -0.370
H -2.385 1.539 -1.652
C 1.207 -1.562 -0.635
H -1.324 -1.240 0.764
N 1.742 -0.013 1.200
N 0.649 1.299 -1.967
C 0.895 -0.381 0.278
C -0.806 -0.274 0.764
H -3.076 1.110 -0.125
H -0.157 -0.029 2.673
C 0.123 0.940 -0.890
N -2.331 1.001 -0.798
N -0.877 0.339 2.052
```



Energetically preferred structure: entry B | next structure: +9.3 kcal/mol



Entry A
This record from the OMol25 dataset describes 3 unconnected molecules or ions with the total composition C5H10N4. The level of theory is the ωB97M-V functional and the def2-TZVPD basis.

* total charge: 0
* frontier orbital gap: 8.682 eV

Structure (XYZ):
```
19
C5H10N4, DFT the ωB97M-V functional and the def2-TZVPD basis
H 2.009 1.333 0.714
H -3.201 -1.326 -0.646
H -1.585 1.992 -0.768
H -1.271 1.196 1.022
H -2.761 0.028 1.512
H 0.544 1.979 1.705
C 1.812 0.665 -0.177
N 1.988 -0.687 0.329
N -1.381 -1.461 0.111
N 1.032 -1.515 -0.271
H 2.325 1.009 -1.064
C -0.263 1.618 0.729
H 0.055 2.581 -1.292
C 0.128 0.536 -0.280
C -0.191 -1.010 -0.266
C -0.504 1.855 -0.647
H 1.156 -2.606 -0.190
H 1.886 -0.693 1.418
N -2.361 -0.262 0.036
```



Entry B
This record from the OMol25 dataset describes a single C5H10N4 molecule. The level of theory is the ωB97M-V functional and the def2-TZVPD basis.

* total charge: 0
* frontier orbital gap: 8.632 eV

Structure (XYZ):
```
19
C5H10N4, DFT the ωB97M-V functional and the def2-TZVPD basis
H 3.087 -0.788 1.126
C -1.069 -0.615 -1.422
N 2.582 -0.406 1.932
H 0.854 0.572 2.294
H -0.545 -0.166 -2.263
C -1.316 -0.530 1.017
C 1.504 0.121 1.549
H -1.158 0.133 1.867
H 1.626 -0.132 -1.737
N -0.634 -0.010 -0.168
H -0.945 -1.530 1.268
C -0.044 1.470 -0.154
H -1.208 2.221 -1.508
H -0.872 -1.689 -1.422
N -0.346 2.353 -0.975
C 1.073 0.195 0.106
H -2.386 -0.591 0.809
N 1.934 -0.155 -0.772
H -2.140 -0.452 -1.546
```



Entry C
This record from the OMol25 dataset describes a single C5H10N4 molecule. The level of theory is the ωB97M-V functional and the def2-TZVPD basis.

* SMILES: C1=NN2CC[C@@H]2CNN1
* total charge: 0
* frontier orbital gap: 8.642 eV

Structure (XYZ):
```
19
C5H10N4, DFT the ωB97M-V functional and the def2-TZVPD basis
N -2.392 0.407 0.107
C 0.795 -0.803 0.218
C 1.828 1.073 0.159
H 1.012 2.055 -0.232
H 2.684 -0.582 -0.234
H -2.043 2.052 0.789
C -0.516 -1.046 -0.615
H 1.593 -0.474 -1.866
N -1.767 -0.872 0.015
H -2.267 -1.725 -0.484
H -0.230 -2.115 -1.145
N -0.226 1.242 1.243
H -3.250 0.008 0.747
N 0.879 0.449 1.189
H -0.539 -0.363 -1.562
H 2.989 1.330 0.654
C -1.412 1.259 0.682
C 1.802 -0.233 -0.729
H 1.060 -1.662 1.065
```



Energetically preferred structure: entry B | next structure: +96.9 kcal/mol



Entry A
This record from the OMol25 dataset describes 2 unconnected molecules or ions with the total composition C5H13N2. The level of theory is the ωB97M-V functional and the def2-TZVPD basis.

* spin multiplicity: 3
* total charge: +1
* frontier orbital gap (spin up / spin down): 5.367 / 9.376 eV

Structure (XYZ):
```
20
C5H13N2, DFT the ωB97M-V functional and the def2-TZVPD basis
N -1.851 0.372 1.921
H -1.434 1.219 2.289
H -2.801 0.172 2.292
C -2.122 0.655 0.551
C -1.266 1.365 -0.239
H -0.341 1.695 0.143
H -0.372 0.496 -1.208
H -1.569 1.810 -1.205
H 2.350 0.770 0.224
H -0.268 -2.201 -0.162
N 0.552 -1.796 0.119
H 3.218 -0.621 -0.555
H 2.641 -0.800 1.079
H -0.026 -0.878 -2.275
C 2.374 -0.277 0.192
C 0.604 -0.110 -1.685
H -3.001 0.319 -0.028
H 0.884 -2.013 1.099
H 1.361 0.574 -2.085
C 1.068 -0.751 -0.468
```



Entry B
This record from the OMol25 dataset describes 2 unconnected molecules or ions with the total composition C5H13N2. The level of theory is the ωB97M-V functional and the def2-TZVPD basis.

* spin multiplicity: 3
* total charge: +1
* frontier orbital gap (spin up / spin down): 6.022 / 5.921 eV

Structure (XYZ):
```
20
C5H13N2, DFT the ωB97M-V functional and the def2-TZVPD basis
C 0.602 -0.947 -1.472
H -0.899 1.843 0.301
H -1.472 1.387 -1.099
C 0.502 -1.319 1.138
H -1.916 0.092 1.531
H 1.421 2.501 0.160
H 1.188 -2.103 1.423
C -2.227 0.170 0.432
H -3.235 0.503 0.132
H 0.214 -1.950 -1.554
C 0.864 -0.525 -0.071
N -1.187 1.036 -0.166
H 1.301 -0.626 -2.216
N 1.708 0.470 -0.045
H 0.232 -0.572 2.024
C 2.183 1.641 0.099
H -0.364 -2.006 0.888
H -0.327 -0.445 -1.703
H 3.312 1.676 0.242
H -1.897 -0.825 -0.046
```



Energetically preferred structure: entry A | next structure: +37.3 kcal/mol



Entry A
This record from the OMol25 dataset describes 3 unconnected molecules or ions with the total composition C2H11N3O2. The level of theory is the ωB97M-V functional and the def2-TZVPD basis.

* SMILES: [H]/N=C(\N)NC.O.O
* total charge: 0
* frontier orbital gap: 9.509 eV

Structure (XYZ):
```
18
C2H11N3O2, DFT the ωB97M-V functional and the def2-TZVPD basis
H 2.627 1.202 -0.363
H -1.464 -1.514 -0.160
N -1.579 1.062 0.814
H -0.616 -0.779 2.427
H -0.909 -1.496 3.583
H 0.506 2.157 0.143
H -1.505 1.908 1.365
O 0.574 -1.406 -3.604
H 1.375 -1.054 -3.887
H -2.481 0.645 0.653
H 1.890 -0.280 0.623
H 1.609 -0.001 -1.217
H 0.334 -0.898 -2.761
C 1.792 0.447 -0.189
O -1.248 -0.719 3.142
N -0.785 -0.797 -0.539
N 0.512 1.121 -0.042
C -0.635 0.402 0.012
```



Entry B
This record from the OMol25 dataset describes 3 unconnected molecules or ions with the total composition C2H11N3O2. The level of theory is the ωB97M-V functional and the def2-TZVPD basis.

* SMILES: [H]/N=C(\N)NC.O.O
* total charge: 0
* frontier orbital gap: 9.685 eV

Structure (XYZ):
```
18
C2H11N3O2, DFT the ωB97M-V functional and the def2-TZVPD basis
H -0.263 -2.125 1.452
H 0.690 -0.820 1.981
O 1.554 -1.748 -2.517
H -0.613 -1.248 -0.608
N 0.079 0.892 -1.683
H -2.699 1.967 2.029
C -0.220 -1.038 1.403
H 0.412 2.407 0.148
H 0.517 1.742 -1.962
H 0.511 0.188 -2.275
H 2.041 -2.522 -2.818
H 1.839 -1.752 -1.594
C 0.070 0.634 -0.337
H -1.196 1.485 1.792
N -0.056 -0.689 0.006
H -0.988 -0.496 1.954
N 0.244 1.517 0.593
O -1.922 1.604 2.437
```



Energetically preferred structure: entry B | next structure: +29.8 kcal/mol



Entry A
This record from the OMol25 dataset describes a molecular structure, C3H3N5O. The level of theory is the ωB97M-V functional and the def2-TZVPD basis.

* total charge: 0
* frontier orbital gap: 10.357 eV

Structure (XYZ):
```
12
C3H3N5O, DFT the ωB97M-V functional and the def2-TZVPD basis
N -0.842 0.954 0.082
H 0.982 -0.697 1.519
C -0.828 -0.333 0.277
C 0.681 -0.431 0.491
C 0.626 1.092 0.204
N -1.973 -0.879 0.113
H 2.371 -0.647 -0.475
H 0.981 -1.259 -1.294
O 1.400 1.948 -0.074
N 1.514 -1.219 -0.430
N -2.791 0.191 -0.137
N -2.122 1.279 -0.274
```



Entry B
This record from the OMol25 dataset describes a molecular structure, C3H3N5O. The level of theory is the ωB97M-V functional and the def2-TZVPD basis.

* total charge: 0
* frontier orbital gap: 9.122 eV

Structure (XYZ):
```
12
C3H3N5O, DFT the ωB97M-V functional and the def2-TZVPD basis
H 0.834 0.410 2.868
C -0.659 0.866 -0.801
N 1.118 -0.925 -0.153
N -0.681 -0.377 -1.606
O -0.566 1.951 -1.144
N -0.774 -0.292 1.184
C 0.232 -1.142 -1.161
N -1.266 0.194 0.205
H 0.161 -2.133 -1.799
C 0.703 -0.348 0.964
N 1.488 -0.103 2.062
H 2.681 0.376 2.222
```



Energetically preferred structure: entry A | next structure: +43.2 kcal/mol



Entry A
This record from the OMol25 dataset describes a molecular structure, C2H6Cl3PSi. The level of theory is the ωB97M-V functional and the def2-TZVPD basis.

* total charge: 0
* frontier orbital gap: 8.511 eV

Structure (XYZ):
```
13
C2H6Cl3PSi, DFT the ωB97M-V functional and the def2-TZVPD basis
Cl 1.888 2.707 0.094
Cl 4.093 -0.621 1.543
P 3.018 -1.120 -0.034
Cl 3.845 -0.203 -1.568
H -0.794 -0.791 1.399
H 0.609 -0.257 2.442
H -0.507 0.981 1.706
H -0.579 -0.762 -1.599
H -0.278 0.829 -1.970
C -0.006 -0.068 1.450
H 0.838 -0.399 -2.615
Si 1.035 0.156 -0.019
C 0.197 -0.092 -1.710
```



Entry B
This record from the OMol25 dataset describes a single C2H6Cl3PSi molecule. The level of theory is the ωB97M-V functional and the def2-TZVPD basis.

* SMILES: C[Si](C)(Cl)P(Cl)Cl
* total charge: 0
* frontier orbital gap: 9.141 eV

Structure (XYZ):
```
13
C2H6Cl3PSi, DFT the ωB97M-V functional and the def2-TZVPD basis
H 1.967 0.216 1.824
H 0.723 1.463 1.548
H -0.099 0.188 -2.165
H 0.099 -1.456 -1.885
H 1.560 -0.304 -1.714
P -2.087 0.756 0.815
C 1.385 0.656 1.043
Cl -0.006 -2.206 1.123
C 0.521 -0.498 -1.562
Cl -2.813 1.178 -0.964
Si 0.065 -0.381 0.298
H 1.941 1.089 0.262
Cl -3.257 -0.700 1.378
```



Energetically preferred structure: entry B | next structure: +28.5 kcal/mol



Entry A
This record from the OMol25 dataset describes a molecular structure, C19H31N3O3. The level of theory is the ωB97M-V functional and the def2-TZVPD basis.

* total charge: 0
* frontier orbital gap: 8.614 eV

Structure (XYZ):
```
56
C19H31N3O3, DFT the ωB97M-V functional and the def2-TZVPD basis
H -2.152 -0.459 -5.165
H -1.200 1.299 -4.114
H 0.021 -2.517 3.635
H -0.647 -1.087 1.855
H -1.478 2.061 -1.591
H 1.993 -1.764 2.295
H -2.008 -0.215 4.912
C -0.296 -1.182 -2.136
C 0.813 1.118 -1.642
C -1.593 0.999 -2.226
O 0.592 2.247 -1.432
H 0.477 0.291 5.141
N -4.462 -0.785 -3.950
H -2.359 0.430 -1.461
H 2.331 -0.444 -1.954
C 2.580 1.687 1.202
H -1.221 -1.675 -1.687
H -0.260 -1.165 5.819
H 1.003 1.226 3.179
C -0.511 -1.305 -3.758
C -0.169 -0.886 4.927
H 2.749 -0.592 3.477
H -1.713 -1.391 3.845
H -2.867 1.514 -3.882
H -0.728 -2.232 -3.816
C -1.365 0.099 3.044
O -3.298 -2.143 -2.583
H -2.396 0.433 2.614
C -1.457 -0.547 4.163
H 0.164 -0.638 -4.199
C 2.199 -0.351 -0.048
C 0.967 0.165 2.389
N -0.244 0.250 -1.776
O 2.489 2.609 2.293
H -1.227 1.623 3.360
H 2.600 3.074 -0.323
C 3.309 1.432 -1.188
C 2.132 0.251 -1.156
H 1.559 -2.227 4.738
C -1.919 1.000 -3.656
H 0.578 -1.630 -1.945
C 1.828 -1.106 3.028
H 4.101 0.613 -1.146
C 3.234 2.425 -0.142
H 4.048 2.815 0.406
H -4.518 -0.075 -4.792
H -5.439 -1.126 -3.522
C -1.997 -0.560 -4.063
C -3.286 -1.255 -3.514
C -0.475 0.065 2.020
C 0.781 -1.809 4.102
H 1.294 -0.933 0.088
N 1.779 0.576 1.201
H 3.014 -0.866 0.274
H 3.294 1.978 -2.070
H -0.646 0.686 0.932
```



Entry B
This record from the OMol25 dataset describes a single C19H31N3O3 molecule. The level of theory is the ωB97M-V functional and the def2-TZVPD basis.

* SMILES: CC1=C(C(=O)NCCN2CCN(C)CC2)[C@]2(CC[C@H](C)CC2)OC1=O
* total charge: 0
* frontier orbital gap: 8.558 eV

Structure (XYZ):
```
56
C19H31N3O3, DFT the ωB97M-V functional and the def2-TZVPD basis
H -4.948 1.972 -2.097
O -3.739 -3.452 0.098
N 0.537 -0.337 -0.715
H -6.582 3.410 -0.795
C 6.151 1.037 -1.052
H 8.439 -0.398 0.935
H 5.804 2.074 -1.012
C -4.772 1.304 1.276
N 6.974 0.816 0.119
H -2.640 1.594 -1.252
C -3.103 -0.078 -0.007
C 7.805 -0.368 0.049
H -7.162 1.982 0.064
H -3.236 0.178 -2.140
H -2.617 1.530 1.316
C 2.872 -0.436 0.034
C 4.918 -0.028 1.254
C -1.715 -0.669 -0.025
C -0.786 -3.086 0.121
C -4.788 1.357 -1.209
C -3.374 0.787 -1.244
H -5.503 0.534 -1.230
H 8.445 -0.290 -0.829
C -1.804 -2.006 0.039
H 0.103 -2.759 0.656
H -6.570 3.376 0.969
H 5.239 -0.931 -1.244
H 6.762 0.906 -1.947
H 5.794 1.925 1.388
H 4.324 0.400 -1.990
H 5.239 -1.086 1.252
C -6.419 2.777 0.074
H 2.128 0.366 -1.849
H -4.920 1.881 2.191
H 6.750 0.656 2.181
H 0.455 -1.264 -1.099
H 3.003 -1.461 -0.364
O -3.964 -1.221 -0.017
C -3.254 -2.354 0.049
H -3.216 0.077 2.135
O -0.495 1.322 0.420
C 4.922 0.122 -1.120
H -4.285 3.009 0.067
H 2.487 -0.518 1.054
H 4.309 0.141 2.145
H -0.502 -3.422 -0.878
H 1.706 1.322 -0.408
H -5.491 0.482 1.271
C -0.516 0.206 -0.064
H 7.251 -1.315 -0.010
C 6.144 0.892 1.304
H -1.231 -3.939 0.632
C -5.012 2.188 0.053
C 1.823 0.311 -0.801
N 4.122 0.293 0.081
C -3.359 0.732 1.273
```



Energetically preferred structure: entry B | next structure: +401.3 kcal/mol



Entry A
This record from the OMol25 dataset describes 2 unconnected molecules or ions with the total composition C4H14N. The level of theory is the ωB97M-V functional and the def2-TZVPD basis.

* total charge: +1
* frontier orbital gap: 11.180 eV

Structure (XYZ):
```
19
C4H14N, DFT the ωB97M-V functional and the def2-TZVPD basis
H -2.265 2.297 -0.283
H -2.030 0.920 -2.288
H -2.071 -0.564 -1.276
C 1.225 -1.732 0.858
C 1.802 -0.659 0.018
H -0.911 1.122 0.094
H -3.458 0.316 -1.539
H -2.571 0.937 0.747
H 1.512 -2.696 0.322
H 1.165 -0.640 -0.929
H 2.339 0.660 1.668
H 2.884 -0.998 -0.351
C -2.401 0.478 -1.388
H 0.828 1.085 0.860
H 0.116 -1.794 0.755
N 1.896 0.657 0.787
C -2.043 1.208 -0.085
H 1.606 -1.865 1.851
H 2.377 1.268 0.180
```



Entry B
This record from the OMol25 dataset describes 2 unconnected molecules or ions with the total composition C4H14N. The level of theory is the ωB97M-V functional and the def2-TZVPD basis.

* total charge: +1
* frontier orbital gap: 10.718 eV

Structure (XYZ):
```
19
C4H14N, DFT the ωB97M-V functional and the def2-TZVPD basis
C -0.392 1.057 1.498
H 0.681 1.060 1.318
H 0.010 -0.420 -2.038
H 0.081 -2.237 -2.159
H -1.446 -0.501 0.410
H -1.704 -0.707 2.059
C -0.950 -0.319 1.363
H -0.552 1.555 2.457
H -1.419 1.520 -0.299
H 2.133 -0.170 -1.100
H 2.276 -1.983 -0.863
C 1.891 -1.176 -1.482
H -0.131 -1.018 1.537
C 0.363 -1.354 -1.594
N -1.076 2.030 0.518
H -0.415 2.796 0.386
H -1.916 2.439 0.928
H 0.044 -1.509 -0.566
H 2.522 -1.063 -2.371
```



Energetically preferred structure: entry B | next structure: +9.3 kcal/mol